No. 1
Here is a cluster of 2 separate species, C6H16NO in total from the OMol25 dataset. Energies are from ωB97M-V/def2-TZVPD.

```
24
Properties=species:S:1:pos:R:3:lowdin_charge:R:1
C -0.868 -0.302 -1.849 -0.25
O -1.907 0.251 -0.993 -0.09
C 0.223 -0.921 -1.033 -0.02
C 1.404 -0.105 -0.527 -0.38
C 1.036 1.385 -0.417 -0.06
C 1.744 -0.691 0.873 -0.23
C 3.119 -0.302 1.408 -0.11
N -4.740 0.389 1.088 0.01
H -1.358 -1.077 -2.446 0.11
H -0.470 0.456 -2.478 0.10
H -1.861 -0.301 -0.208 0.07
H 0.369 -1.981 -1.118 0.09
H 2.219 -0.260 -1.228 0.14
H 1.702 1.858 0.304 0.07
H 0.021 1.540 -0.079 0.08
H 1.307 1.852 -1.365 0.08
H 1.613 -1.760 0.861 0.09
H 0.992 -0.251 1.528 0.11
H 3.835 -1.126 1.491 0.07
H 3.615 0.428 0.771 0.07
H 3.081 0.108 2.415 0.07
H -5.315 0.460 1.911 0.00
H -5.086 0.924 0.305 0.01
H -4.676 -0.573 0.787 0.00
```

Properties
- Orbital gap (spin up / spin down): 9.194 / 9.804 eV
- Calculated total energy: -368.11443 a.u.
- Total charge: 0
- LUMO level (spin up / spin down): 0.039 / 0.000 Ha
- Spin multiplicity: 2
- HOMO level (spin up / spin down): -8.137 / -9.816 eV
- Expectation value of S²: 0.754


No. 2
Here is a cluster of 2 separate species, C4H9O2 in total from the OMol25 dataset. Energies are from ωB97M-V/def2-TZVPD.

```
15
Properties=species:S:1:pos:R:3:lowdin_charge:R:1
O -2.267 -2.424 -0.838 -0.03
C -1.363 -1.940 -0.186 -0.33
C 0.037 -2.514 -0.094 -0.09
H -1.507 -1.070 0.465 0.08
H 0.039 -3.490 -0.592 0.06
H 0.359 -2.536 0.944 0.07
H 0.698 -1.850 -0.652 0.06
C -0.162 1.601 0.203 -0.56
O 0.089 0.275 0.462 -0.37
C 1.143 2.372 0.014 -0.17
H -0.723 2.095 1.029 0.07
H -0.732 1.759 -0.743 0.07
H 0.923 3.441 -0.139 0.04
H 1.737 1.964 -0.808 0.05
H 1.727 2.318 0.937 0.05
```

Properties
- Orbital gap: 6.884 eV
- Calculated total energy: -308.26206 a.u.
- Total charge: -1
- LUMO level: 0.156 Ha
- Spin multiplicity: 1
- HOMO level: -2.650 eV


No. 3
Here is a structure of composition C37H33Cl5N5P2S3V from the OMol25 dataset. Energies are from ωB97M-V/def2-TZVPD.

```
86
Properties=species:S:1:pos:R:3:lowdin_charge:R:1
V 0.439 -0.069 0.849 0.33
Cl 0.394 -2.405 1.223 0.75
C -1.311 -1.962 1.529 -0.61
C -1.490 -0.609 1.328 -0.29
C -2.787 -0.151 1.585 -0.66
Cl -3.224 1.516 1.410 0.77
C -3.782 -1.047 2.001 -0.69
Cl -5.359 -0.496 2.317 0.78
C -3.511 -2.419 2.158 -0.68
Cl -4.724 -3.493 2.640 0.81
C -2.229 -2.902 1.920 -0.70
Cl -1.786 -4.536 2.099 0.80
N 0.861 -0.064 -2.214 -0.32
P -0.479 -0.679 -1.393 0.97
C -0.734 -2.305 -2.181 -0.31
C -0.775 -3.569 -1.592 -0.09
C -0.922 -4.705 -2.378 -0.04
C -1.025 -4.595 -3.754 -0.03
C -1.006 -3.339 -4.352 -0.04
C -0.875 -2.200 -3.575 -0.09
C -1.896 0.271 -1.972 -0.36
C -1.707 1.386 -2.786 -0.13
C -2.811 2.076 -3.279 -0.06
C -4.095 1.653 -2.958 -0.03
C -4.285 0.533 -2.154 -0.03
C -3.188 -0.161 -1.667 -0.08
P 1.984 0.580 -1.104 0.95
C 3.491 -0.346 -1.453 -0.37
C 4.682 0.281 -1.821 -0.08
C 5.812 -0.482 -2.104 -0.05
C 5.756 -1.867 -2.012 -0.04
C 4.571 -2.498 -1.640 -0.05
C 3.447 -1.740 -1.358 -0.10
C 2.226 2.274 -1.687 -0.36
C 2.262 3.366 -0.824 -0.15
C 2.421 4.654 -1.315 -0.05
C 2.552 4.857 -2.681 -0.04
C 2.522 3.775 -3.553 -0.04
C 2.356 2.487 -3.062 -0.08
H 1.195 -0.539 -3.045 0.09
H -0.738 -3.706 -0.530 0.03
H -0.962 -5.679 -1.904 0.12
H -1.140 -5.484 -4.362 0.13
H -1.115 -3.244 -5.427 0.12
H -0.904 -1.231 -4.063 0.11
H -0.704 1.701 -3.055 0.10
H -2.668 2.930 -3.930 0.12
H -4.953 2.184 -3.353 0.13
H -5.288 0.195 -1.921 0.13
H -3.348 -1.054 -1.071 0.12
H 4.729 1.362 -1.906 0.11
H 6.729 0.006 -2.418 0.12
H 6.633 -2.460 -2.244 0.12
H 4.526 -3.579 -1.581 0.12
H 2.526 -2.246 -1.090 0.09
H 2.174 3.221 0.243 0.03
H 2.449 5.497 -0.634 0.12
H 2.678 5.861 -3.068 0.12
H 2.634 3.933 -4.619 0.12
H 2.338 1.658 -3.761 0.12
C 1.986 4.044 4.090 -0.08
C 1.262 2.729 3.786 -0.21
C 0.620 2.713 2.439 -0.52
N 0.565 1.714 1.616 -0.14
N -0.164 1.891 0.460 -0.09
C -0.674 3.097 0.396 -0.68
N -1.414 3.579 -0.589 0.19
S -0.228 4.057 1.777 1.22
H 2.403 4.004 5.095 0.10
H 1.305 4.899 4.062 0.08
H 2.798 4.228 3.384 0.07
H 0.471 2.561 4.522 0.14
H 1.927 1.870 3.838 0.09
H -1.754 2.956 -1.312 0.07
H -1.834 4.492 -0.521 0.14
S 2.491 -0.687 2.132 0.67
C 3.957 0.205 2.044 -1.00
N 5.076 -0.364 2.387 -0.01
C 6.333 0.389 2.168 -0.14
C 5.926 1.854 1.969 -0.33
S 4.151 1.830 1.542 1.01
H 5.086 -1.332 2.686 0.16
H 6.833 -0.016 1.293 0.13
H 6.983 0.273 3.028 0.14
H 6.474 2.321 1.157 0.10
H 6.043 2.447 2.871 0.09
```

Properties
- Orbital gap (spin up / spin down): 6.273 / 7.012 eV
- Calculated total energy: -6824.92716 a.u.
- Total charge: +3
- LUMO level (spin up / spin down): -0.365 / -0.339 Ha
- Spin multiplicity: 2
- HOMO level (spin up / spin down): -16.192 / -16.233 eV
- Expectation value of S²: 0.813


No. 4
Here is a cluster of 2 separate species, C4H8IN2 in total from the OMol25 dataset. Energies are from ωB97M-V/def2-TZVPD.

```
15
Properties=species:S:1:pos:R:3:lowdin_charge:R:1
C -0.790 1.314 0.867 -0.04
C 0.011 -0.368 -1.693 0.20
C -1.536 0.113 0.334 -0.12
C -0.478 -0.688 -0.500 -0.32
N -0.011 -2.649 0.840 0.44
N -0.153 -1.814 0.144 0.10
I 3.199 0.048 0.248 0.40
H -1.357 1.887 1.419 0.04
H 0.070 0.954 1.352 0.06
H -0.306 1.706 0.010 0.08
H -0.100 0.545 -2.157 0.09
H 4.811 0.359 0.362 -0.27
H 0.756 -0.999 -2.088 0.08
H -1.769 -0.657 1.196 0.15
H -2.344 0.248 -0.336 0.11
```

Properties
- Orbital gap: 7.291 eV
- Calculated total energy: -564.04090 a.u.
- Total charge: +1
- LUMO level: -0.229 Ha
- Spin multiplicity: 1
- HOMO level: -13.521 eV


No. 5
Here is an isolated molecule of C5H6F2O from the OMol25 dataset. Energies are from ωB97M-V/def2-TZVPD.

```
14
Properties=species:S:1:pos:R:3:lowdin_charge:R:1
C 2.365 0.268 -0.090 0.08
C 1.135 -0.387 0.025 -0.23
F 1.309 -1.789 0.105 -0.02
C -0.298 -0.017 -0.019 -0.27
C -0.720 1.292 -0.063 -0.04
F 0.098 2.410 0.095 -0.01
O -1.035 -1.146 -0.108 -0.07
C -2.435 -0.659 -0.009 -0.09
H 3.159 -0.624 0.044 0.12
H 2.465 1.389 -0.422 0.10
H -1.678 1.616 0.060 0.06
H -2.840 0.250 -0.561 0.09
H -2.628 -0.421 1.154 0.14
H -3.152 -1.610 -0.275 0.14
```

Properties
- Orbital gap: 9.319 eV
- Calculated total energy: -468.94067 a.u.
- Total charge: 0
- LUMO level: 0.018 Ha
- Spin multiplicity: 1
- HOMO level: -8.831 eV
- SMILES: C=C(F)/C(=C\F)OC


No. 6
Here is a structure of composition C8H16BF4N2O5Tc from the OMol25 dataset. Energies are from ωB97M-V/def2-TZVPD.

```
37
Properties=species:S:1:pos:R:3:lowdin_charge:R:1
Tc 0.109 -0.042 0.186 1.73
N -0.019 1.082 -1.612 -0.04
C 0.985 2.173 -1.506 -0.08
C 2.246 1.546 -0.951 -0.44
O 3.363 1.880 -1.213 0.17
N 1.938 0.478 -0.071 -0.11
C 2.912 -0.580 0.044 -0.08
C 2.199 -1.870 -0.414 -0.51
O 2.724 -2.888 -0.706 0.18
O 0.833 -1.697 -0.413 -0.22
H 0.178 0.508 -2.430 0.13
H -0.960 1.461 -1.721 0.09
H 0.602 2.923 -0.811 0.14
H 1.195 2.645 -2.463 0.14
H 3.217 -0.746 1.080 0.13
H 3.805 -0.392 -0.549 0.14
C 0.918 -1.616 2.839 -0.01
O -0.077 -0.825 2.155 -0.33
C -1.460 -1.174 2.430 -0.11
C -2.028 -1.889 1.230 -0.13
O -1.830 -0.998 0.115 -0.34
C -2.354 -1.507 -1.128 -0.02
H 0.608 -1.745 3.873 0.11
H 1.843 -1.047 2.814 0.09
H 1.038 -2.580 2.344 0.11
H -1.983 -0.235 2.608 0.14
H -1.502 -1.795 3.323 0.15
H -3.100 -2.052 1.358 0.15
H -1.528 -2.840 1.027 0.15
H -3.346 -1.918 -0.951 0.11
H -1.683 -2.271 -1.523 0.10
H -2.436 -0.661 -1.805 0.09
F -3.103 1.940 1.549 0.25
B -2.328 2.388 0.567 -1.02
F -0.763 1.497 1.017 -0.27
F -2.521 1.838 -0.665 0.17
F -1.851 3.628 0.586 0.25
```

Properties
- Orbital gap (spin up / spin down): 7.541 / 8.137 eV
- Calculated total energy: -1305.25590 a.u.
- Total charge: +1
- LUMO level (spin up / spin down): -0.223 / -0.191 Ha
- Spin multiplicity: 2
- HOMO level (spin up / spin down): -13.608 / -13.331 eV
- Expectation value of S²: 1.030


No. 7
Here is the ion C5H10NO with charge +1 from the OMol25 dataset. Energies are from ωB97M-V/def2-TZVPD.

```
17
Properties=species:S:1:pos:R:3:lowdin_charge:R:1
C 1.808 -2.196 -1.060 0.03
C 1.382 -1.198 -0.304 -0.09
C -0.089 -0.451 -0.205 -0.23
O -0.405 -0.061 -1.516 -0.05
C -0.538 0.774 0.660 -0.21
C -1.160 1.953 0.093 0.01
N -0.553 0.669 1.920 0.27
H 2.870 -2.380 -0.914 0.08
H 1.010 -2.645 -1.657 0.08
H 2.154 -0.810 0.468 0.12
H -0.869 -1.155 -0.027 0.15
H -0.724 -0.814 -2.019 0.12
H -0.530 2.064 -0.885 0.15
H -1.192 2.826 0.714 0.09
H -2.264 1.870 -0.144 0.15
H 0.009 0.050 2.438 0.14
H -0.909 1.505 2.438 0.19
```

Properties
- Orbital gap: 9.387 eV
- Calculated total energy: -326.16528 a.u.
- Total charge: +1
- LUMO level: -0.172 Ha
- Spin multiplicity: 1
- HOMO level: -14.070 eV
- SMILES: C=C[C@H](O)C(C)=[NH2+]


No. 8
Here is a cluster of 6 separate species, C30H72N8O6 in total from the OMol25 dataset. Energies are from ωB97M-V/def2-TZVPD.

```
116
Properties=species:S:1:pos:R:3:lowdin_charge:R:1
C -7.250 -3.769 -0.472 -0.13
C -5.697 -4.242 -0.363 -0.23
C -5.642 -5.849 -0.080 -0.22
N -4.228 -6.314 0.052 -0.05
C -3.575 -5.777 1.284 -0.23
C -3.139 -6.921 2.332 -0.11
N -2.783 -7.960 2.848 0.13
C -2.168 -5.084 0.780 -0.25
C -1.549 -4.190 1.934 -0.10
N -1.288 -3.405 2.827 0.15
O -2.418 -4.500 -0.493 -0.16
C -2.134 -3.098 -0.636 -0.21
C -0.552 -2.755 -0.905 -0.20
C 0.083 -1.771 0.203 -0.14
H -7.463 -2.915 0.280 0.08
H -7.903 -4.671 -0.138 0.07
H -7.562 -3.479 -1.538 0.07
H -5.106 -3.948 -1.314 0.11
H -5.232 -3.633 0.501 0.10
H -6.179 -6.378 -0.957 0.13
H -6.237 -6.050 0.902 0.13
H -4.133 -7.338 -0.005 0.12
H -4.227 -5.008 1.839 0.15
H -1.448 -5.984 0.620 0.17
H -2.648 -2.772 -1.630 0.13
H -2.604 -2.404 0.159 0.13
H 0.074 -3.725 -1.039 0.12
H -0.449 -2.201 -1.923 0.11
H 0.821 -1.062 -0.337 0.06
H 0.727 -2.421 0.917 0.07
H -0.690 -1.181 0.815 0.06
C -3.612 2.807 1.478 -0.11
O -2.788 1.652 1.457 -0.20
C -1.927 1.520 2.587 -0.21
C -2.598 0.886 3.822 -0.42
C -3.507 1.849 4.582 -0.07
N -3.369 -0.313 3.465 0.04
H -3.112 3.664 1.938 0.09
H -4.550 2.591 1.993 0.07
H -3.861 3.064 0.445 0.09
H -1.121 0.852 2.264 0.11
H -1.455 2.480 2.832 0.11
H -1.800 0.586 4.510 0.14
H -4.452 2.029 4.066 0.06
H -3.754 1.440 5.566 0.08
H -3.012 2.812 4.738 0.08
H -2.740 -0.992 3.037 0.04
H -3.996 -0.053 2.701 0.07
C 0.059 4.156 0.362 -0.10
O 0.182 3.967 -1.036 -0.19
C 1.516 3.750 -1.486 -0.20
C 1.995 2.291 -1.351 -0.42
C 2.374 1.907 0.077 -0.07
N 0.990 1.344 -1.847 0.04
H 0.915 4.689 0.786 0.09
H -0.077 3.192 0.856 0.06
H -0.843 4.746 0.545 0.09
H 1.510 4.005 -2.552 0.11
H 2.210 4.450 -1.005 0.12
H 2.898 2.184 -1.963 0.14
H 1.501 1.761 0.718 0.06
H 2.932 0.966 0.082 0.08
H 3.009 2.672 0.533 0.08
H 0.804 1.546 -2.828 0.08
H 0.108 1.570 -1.384 0.07
C 4.209 4.283 -6.555 -0.11
O 3.616 4.709 -5.339 -0.20
C 3.675 6.118 -5.116 -0.20
C 2.556 6.918 -5.816 -0.43
C 2.791 7.109 -7.312 -0.07
N 1.241 6.295 -5.616 0.04
H 5.083 4.885 -6.822 0.08
H 3.471 4.303 -7.360 0.07
H 4.527 3.245 -6.430 0.09
H 3.553 6.248 -4.034 0.12
H 4.668 6.511 -5.364 0.11
H 2.534 7.916 -5.364 0.14
H 2.605 6.198 -7.886 0.06
H 2.119 7.876 -7.706 0.08
H 3.817 7.434 -7.508 0.08
H 1.050 6.252 -4.616 0.07
H 1.326 5.314 -5.887 0.07
C -2.533 -11.104 6.948 -0.11
O -3.122 -10.668 8.162 -0.20
C -3.064 -9.260 8.374 -0.20
C -4.186 -8.467 7.672 -0.43
C -3.958 -8.287 6.174 -0.09
N -5.501 -9.089 7.883 0.03
H -1.661 -10.504 6.672 0.09
H -3.274 -11.093 6.145 0.07
H -2.214 -12.141 7.081 0.09
H -3.180 -9.122 9.454 0.12
H -2.072 -8.868 8.117 0.12
H -4.207 -7.465 8.117 0.13
H -4.146 -9.202 5.608 0.06
H -4.632 -7.524 5.776 0.07
H -2.934 -7.963 5.970 0.07
H -5.687 -9.125 8.884 0.07
H -5.416 -10.071 7.619 0.07
C 7.059 7.917 -2.863 -0.11
O 7.181 7.725 -4.263 -0.20
C 8.516 7.507 -4.713 -0.20
C 8.998 6.047 -4.580 -0.43
C 9.378 5.661 -3.153 -0.07
N 7.994 5.099 -5.079 0.04
H 7.915 8.451 -2.443 0.09
H 6.923 6.957 -2.362 0.07
H 6.157 8.508 -2.682 0.09
H 8.510 7.762 -5.779 0.12
H 9.209 8.207 -4.231 0.12
H 9.901 5.943 -5.193 0.14
H 8.506 5.512 -2.513 0.06
H 9.938 4.721 -3.151 0.08
H 10.012 6.426 -2.696 0.08
H 7.810 5.307 -6.060 0.07
H 7.111 5.323 -4.617 0.06
```

Properties
- Orbital gap: 9.564 eV
- Calculated total energy: -2075.45204 a.u.
- Total charge: 0
- LUMO level: 0.021 Ha
- Spin multiplicity: 1
- HOMO level: -8.994 eV
- SMILES: CCCN[C@@H](C#N)[C@H](C#N)OCCC.COC[C@@H](C)N.COC[C@@H](C)N.COC[C@@H](C)N.COC[C@@H](C)N.COC[C@@H](C)N